Record 1
Formula: C4H10N2O
Source: OMol25
Level of theory: wB97M-V/def2-TZVPD

Its multiplicity is 1. Its frontier orbital gap is 8.576 eV. As for the total charge: 0. For the LUMO energy, the calculation gives 0.9 eV. As for the structure (SMILES): CC/C(N)=C/ON.

```
17
Properties=species:S:1:pos:R:3:forces:R:3:lowdin_charge:R:1
O 2.160 -0.468 -0.008 0.2 -0.6 -0.3 -0.163
N 2.636 -1.662 -0.678 -0.2 0.9 0.5 0.040
N 0.818 1.756 1.064 0.6 1.8 0.5 0.069
C -1.341 0.627 0.440 0.8 2.1 -0.6 -0.214
C 0.216 0.875 0.197 -2.1 -3.9 1.8 -0.313
C 0.806 -0.277 -0.182 1.0 0.9 -1.2 -0.143
C -2.122 -0.235 -0.539 0.2 -0.2 -0.1 -0.132
H -1.528 0.284 1.465 0.4 0.0 -0.1 0.107
H -1.933 0.073 -1.571 0.0 -0.1 0.1 0.079
H -1.878 -1.297 -0.435 0.0 0.1 -0.1 0.066
H 0.495 1.790 2.025 -0.1 -0.1 -0.5 0.094
H 2.046 -2.406 -0.311 0.0 -0.1 -0.2 0.075
H 2.408 -1.501 -1.658 0.0 -0.3 0.0 0.076
H 1.817 1.927 1.000 -0.4 -0.4 -0.1 0.091
H 0.344 -0.990 -0.851 -0.2 -0.1 0.1 0.100
H -3.196 -0.140 -0.348 0.2 0.0 0.0 0.072
H -1.749 1.643 0.389 -0.3 0.0 0.1 0.097
```
Positions in Å, forces in eV/Å.

=====

Record 2
Formula: C4H10N2O
Source: OMol25
Level of theory: wB97M-V/def2-TZVPD

Its multiplicity is 1. Its frontier orbital gap is 10.167 eV. As for the total charge: 0. For the LUMO energy, the calculation gives 0.7 eV. As for the structure (SMILES): NCC[C@@H](N)C=O.

```
17
Properties=species:S:1:pos:R:3:forces:R:3:lowdin_charge:R:1
O -2.613 1.207 0.698 -0.2 0.1 -0.1 0.065
N 0.836 -2.211 0.204 -0.4 0.0 0.2 -0.002
N 0.805 1.786 0.073 -0.8 -0.9 0.3 0.059
C -0.240 0.799 0.405 -0.7 0.0 -0.2 -0.383
C 0.614 -1.239 -0.875 1.1 0.2 -0.5 -0.294
C -0.525 -0.263 -0.653 -0.5 -0.5 1.2 -0.175
C -1.478 1.525 0.912 0.5 -0.1 0.0 -0.240
H 1.716 1.359 0.188 0.1 0.1 -0.2 0.067
H -1.313 -0.877 -0.200 -0.2 0.0 -0.1 0.116
H -1.188 2.320 1.629 -0.3 0.2 -0.1 0.124
H 0.632 1.911 -0.918 0.6 0.4 -0.1 0.080
H 0.110 -2.166 0.912 -0.2 -0.2 -0.3 0.059
H 1.680 -1.980 0.711 0.1 -0.1 -0.1 0.058
H 1.614 -0.796 -0.973 -0.4 0.6 -0.3 0.102
H -0.089 0.208 1.315 1.0 0.2 0.2 0.143
H -1.011 0.085 -1.558 0.4 0.5 -0.3 0.119
H 0.452 -1.669 -1.870 -0.1 -0.7 0.4 0.102
```
Positions in Å, forces in eV/Å.

=====

Record 3
Formula: C4H10N2O
Source: OMol25
Level of theory: wB97M-V/def2-TZVPD

Its multiplicity is 1. Its frontier orbital gap is 8.780 eV. As for the total charge: 0. For the LUMO energy, the calculation gives 0.8 eV. As for the structure (SMILES): C=C(NC)N(C)O.

```
17
Properties=species:S:1:pos:R:3:forces:R:3:lowdin_charge:R:1
O -1.526 1.293 0.125 0.1 -0.8 0.4 -0.025
N -0.137 1.233 0.039 2.8 3.9 3.3 -0.169
N -0.306 -0.697 -1.320 1.5 2.0 1.2 -0.065
C 0.461 0.043 -0.144 -2.5 -4.2 -4.1 -0.369
C 1.578 -0.540 0.285 0.1 0.4 0.8 0.038
C -0.914 -1.999 -1.204 0.1 -0.1 0.5 -0.158
C 0.581 2.051 1.297 -1.9 -0.8 -2.3 0.027
H 1.619 2.276 1.050 -0.2 -0.3 -0.2 0.072
H 0.493 1.503 2.236 0.0 -0.3 -0.2 0.072
H -1.775 0.553 0.708 -0.2 0.3 -0.1 0.108
H 1.865 -1.505 -0.109 0.0 0.3 -0.2 0.055
H -1.427 -2.267 -2.136 0.2 0.2 0.1 0.079
H 0.001 2.973 1.360 0.1 -0.1 0.0 0.066
H -0.153 -2.766 -1.029 -0.1 0.1 0.1 0.068
H -1.661 -2.045 -0.401 0.0 -0.2 0.1 0.065
H 2.206 -0.084 1.039 -0.1 -0.1 0.1 0.043
H -0.905 -0.023 -1.795 0.2 -0.3 0.4 0.092
```
Positions in Å, forces in eV/Å.

=====

Record 4
Formula: C4H10N2O
Source: OMol25
Level of theory: wB97M-V/def2-TZVPD

Its multiplicity is 1. Its frontier orbital gap is 8.348 eV. As for the total charge: 0. For the LUMO energy, the calculation gives 0.8 eV.

```
17
Properties=species:S:1:pos:R:3:forces:R:3:lowdin_charge:R:1
O -1.429 -1.818 -0.619 0.1 0.1 0.4 -0.061
N 0.942 -1.273 -0.120 -1.1 2.3 0.3 0.096
N -0.800 0.175 0.643 -0.2 -1.4 -0.5 -0.086
C -1.642 0.999 -0.218 0.1 -0.5 0.1 -0.088
C 1.740 1.147 -0.529 -0.3 -0.7 -0.2 -0.065
C 1.127 0.268 0.308 1.9 -1.9 -0.7 -0.250
C -0.795 -1.406 0.349 -0.5 1.3 0.2 -0.426
H -0.936 0.397 1.623 0.0 -0.2 -0.1 0.120
H 2.583 1.722 -0.183 -0.4 0.6 0.4 0.027
H 0.786 -1.355 -1.123 0.1 0.3 -0.1 0.114
H -1.122 1.934 -0.434 0.0 0.0 -0.1 0.074
H 1.694 -1.917 0.105 0.2 0.3 0.4 0.122
H -2.611 1.183 0.244 0.0 0.2 0.0 0.081
H 1.417 0.311 1.352 -0.1 -0.2 -0.1 0.104
H 1.626 1.090 -1.603 0.0 -0.2 -0.1 0.030
H -0.750 -1.896 1.339 0.1 -0.1 -0.3 0.127
H -1.828 0.438 -1.134 0.1 0.1 0.0 0.080
```
Positions in Å, forces in eV/Å.

=====

Record 5
Formula: C4H10N2O2
Source: OMol25
Level of theory: wB97M-V/def2-TZVPD

Its multiplicity is 1. Its frontier orbital gap (spin up / spin down) is 6.865 / 7.289 eV. As for the total charge: 0. For the LUMO energy (spin up / spin down), the calculation gives 0.1 / -0.2 eV.

```
18
Properties=species:S:1:pos:R:3:forces:R:3:lowdin_charge:R:1
O 1.756 0.231 0.243 0.2 0.4 -0.1 0.006
O 0.718 -1.321 -1.098 0.0 0.2 -0.4 0.014
N -0.695 0.560 1.826 0.2 3.7 -0.7 0.038
N -0.035 -1.719 1.624 0.1 0.1 0.5 0.079
C -0.581 -0.570 1.043 1.1 -0.5 -3.0 -0.391
C -1.028 0.960 -2.047 -2.6 -0.3 -2.9 -0.004
C 0.590 -0.097 -0.453 -1.8 -1.2 2.2 -0.558
C -0.112 0.979 -1.089 2.6 2.1 4.7 -0.174
H -1.495 -0.793 0.490 0.1 0.0 0.0 0.133
H -1.946 0.397 -1.970 0.2 -1.2 -0.5 0.065
H 0.836 -1.523 2.104 0.0 0.0 0.0 0.088
H 2.216 0.961 -0.196 -0.2 -0.1 0.0 0.103
H 0.132 -2.439 0.930 -0.1 0.1 0.0 0.086
H -0.970 1.581 -2.928 -0.4 1.0 0.3 0.054
H 0.146 0.698 2.382 -0.1 -0.1 0.1 0.079
H 1.413 -1.257 -1.774 -0.2 0.0 0.2 0.113
H -0.702 1.475 1.148 -0.3 -3.1 2.5 0.119
H -0.243 1.877 -0.235 1.4 -1.1 -3.0 0.150
```
Positions in Å, forces in eV/Å.

=====

Record 6
Formula: C4H10N2O2
Source: OMol25
Level of theory: wB97M-V/def2-TZVPD

Its multiplicity is 1. Its frontier orbital gap is 8.109 eV. As for the total charge: 0. For the LUMO energy, the calculation gives 0.7 eV. As for the structure (SMILES): CO/C(O)=C(/N)CN.

```
18
Properties=species:S:1:pos:R:3:forces:R:3:lowdin_charge:R:1
O -0.918 0.657 -0.991 -0.1 -0.2 0.4 -0.099
O -1.953 -0.778 0.568 0.0 0.4 -0.3 0.062
N 2.138 -0.200 -0.327 0.4 0.1 -0.1 0.010
N 0.184 -0.243 2.375 0.0 -0.3 0.1 0.091
C -1.094 -0.147 -2.147 -0.1 -0.3 -0.1 -0.078
C 0.149 0.234 1.057 -0.2 0.1 -0.5 -0.274
C -0.880 0.024 0.230 0.2 0.3 0.2 -0.385
C 1.446 0.785 0.499 -0.4 -0.1 0.0 -0.219
H -0.707 -1.159 -1.995 0.0 0.1 0.0 0.098
H 1.581 -0.408 -1.147 0.0 -0.1 0.1 0.051
H 1.256 1.667 -0.115 0.1 0.0 0.2 0.113
H 2.115 1.057 1.320 -0.1 0.1 0.0 0.109
H -0.547 0.337 -2.955 -0.1 0.0 0.0 0.091
H 0.613 0.411 3.018 -0.1 -0.1 -0.1 0.083
H -2.153 -0.212 -2.421 0.1 0.0 0.0 0.086
H 2.245 -1.056 0.202 0.0 -0.1 -0.1 0.070
H -2.748 -0.426 0.139 0.1 0.0 0.2 0.114
H -0.727 -0.543 2.691 0.0 0.0 0.2 0.078
```
Positions in Å, forces in eV/Å.

=====

Record 7
Formula: C4H10N2O2
Source: OMol25
Level of theory: wB97M-V/def2-TZVPD

Its multiplicity is 1. Its frontier orbital gap is 10.107 eV. As for the total charge: 0. For the LUMO energy, the calculation gives 0.8 eV. As for the structure (SMILES): CNCC(=O)NCO.

```
18
Properties=species:S:1:pos:R:3:forces:R:3:lowdin_charge:R:1
O -1.408 -1.772 -0.121 0.2 -0.2 0.1 -0.034
O -0.528 1.894 0.200 -0.3 0.2 0.4 0.069
N -0.981 0.013 1.390 -0.4 -0.2 0.6 0.073
N 1.190 -0.221 -1.084 0.0 -0.1 0.7 -0.120
C 1.254 0.336 0.297 -0.4 -0.2 -0.2 -0.132
C 1.527 0.803 -2.085 -0.5 0.0 -0.1 -0.113
C -1.100 -1.438 1.198 -0.3 0.7 0.6 -0.261
C -0.179 0.814 0.631 1.2 0.5 -0.6 -0.484
H 1.623 -0.288 1.124 0.0 -0.5 -0.7 0.116
H 2.550 0.690 -2.487 -0.6 0.0 -0.1 0.086
H 1.724 -1.064 -1.230 0.2 0.1 0.3 0.102
H 1.937 1.187 0.237 -0.4 0.2 0.5 0.109
H -1.796 0.502 1.730 -0.2 -0.1 -0.4 0.136
H -0.676 -1.441 -0.662 0.0 0.1 -0.3 0.058
H 0.728 0.830 -2.834 0.6 -0.3 -0.4 0.080
H 1.444 1.793 -1.645 0.2 0.0 0.3 0.068
H -1.931 -1.796 1.835 0.5 0.2 -0.3 0.134
H -0.170 -1.867 1.567 0.2 -0.4 -0.2 0.111
```
Positions in Å, forces in eV/Å.

=====

Record 8
Formula: C4H10N2O2
Source: OMol25
Level of theory: wB97M-V/def2-TZVPD

Its multiplicity is 1. Its frontier orbital gap is 9.784 eV. As for the total charge: 0. For the LUMO energy, the calculation gives 0.9 eV. As for the structure (SMILES): NCNC(=O)CCO.

```
18
Properties=species:S:1:pos:R:3:forces:R:3:lowdin_charge:R:1
O -0.309 1.140 1.434 0.0 0.4 0.5 0.067
O -1.582 -0.933 -0.455 0.0 0.2 -1.0 -0.066
N 0.307 1.262 -2.139 0.8 -0.8 -0.5 0.021
N 1.121 0.267 -0.086 1.3 -1.3 0.0 0.057
C 1.274 1.326 -1.044 -2.4 1.8 0.8 -0.264
C -0.845 -1.905 0.233 1.0 0.6 0.4 -0.241
C 0.300 0.181 1.022 -0.4 0.4 -1.6 -0.504
C -0.057 -1.230 1.431 -0.7 -1.0 0.2 -0.082
H -0.170 -2.285 -0.554 -0.1 -0.1 0.6 0.118
H -1.452 -2.704 0.656 -0.1 -0.2 -0.2 0.110
H 2.258 1.399 -1.470 0.5 -0.4 0.0 0.112
H -2.435 -0.705 -0.109 -0.5 -0.2 0.8 0.090
H -0.768 -1.216 2.271 0.3 0.5 -0.2 0.115
H -0.680 1.372 -2.001 0.0 0.1 0.6 0.060
H 0.612 1.675 -3.001 0.1 0.1 0.0 0.052
H 0.752 -1.865 1.809 0.2 0.2 -0.5 0.113
H 1.104 2.232 -0.454 0.2 0.2 0.0 0.112
H 1.654 -0.550 -0.333 -0.3 -0.4 0.2 0.129
```
Positions in Å, forces in eV/Å.

=====

Record 9
Formula: C4H10N2O2
Source: OMol25
Level of theory: wB97M-V/def2-TZVPD

Its multiplicity is 1. Its frontier orbital gap is 10.141 eV. As for the total charge: 0. For the LUMO energy, the calculation gives 0.9 eV.

```
18
Properties=species:S:1:pos:R:3:forces:R:3:lowdin_charge:R:1
O 2.025 -0.888 -1.842 0.2 0.1 0.4 -0.037
O -0.805 -1.107 -1.413 0.1 0.1 0.4 -0.014
N -0.680 -0.551 -0.094 -0.3 0.3 -0.2 -0.221
N 1.459 -0.420 0.355 -0.5 0.1 0.4 -0.008
C 0.410 0.512 -0.081 -0.2 -0.5 0.0 -0.365
C 2.181 -1.017 -0.624 -0.3 -0.4 -0.4 -0.379
C -2.043 -0.219 0.319 0.1 0.1 -0.2 -0.033
C 0.188 1.595 0.954 0.0 -0.1 0.0 -0.047
H 2.921 -1.730 -0.228 0.0 0.1 -0.1 0.122
H -2.027 0.107 1.356 0.0 0.0 0.0 0.088
H -2.461 0.561 -0.321 0.0 0.0 0.0 0.098
H -0.669 2.222 0.707 0.0 0.0 0.0 0.079
H 1.086 2.211 0.993 0.0 0.0 -0.1 0.087
H 0.107 -1.122 -1.783 0.0 0.1 0.2 0.073
H 0.367 -1.120 0.619 0.9 0.3 -0.4 0.229
H 0.541 0.914 -1.086 0.0 -0.1 0.0 0.152
H 0.048 1.169 1.948 0.0 -0.1 0.0 0.082
H -2.648 -1.117 0.221 0.0 0.0 0.0 0.094
```
Positions in Å, forces in eV/Å.

=====

Record 10
Formula: C4H10N2O2
Source: OMol25
Level of theory: wB97M-V/def2-TZVPD

Its multiplicity is 1. Its frontier orbital gap is 8.464 eV. As for the total charge: 0. For the LUMO energy, the calculation gives 0.6 eV. As for the structure (SMILES): N[C@H]1[C@@H](O)[C@]1(N)CO.

```
18
Properties=species:S:1:pos:R:3:forces:R:3:lowdin_charge:R:1
O -2.112 0.687 0.488 -0.3 -1.9 0.2 -0.132
O 1.151 1.882 -0.602 5.5 -0.3 -5.9 -0.077
N 0.565 -0.926 -1.330 0.7 -5.2 -1.3 0.071
N 1.617 -0.699 1.002 3.4 3.5 0.1 0.041
C -0.166 -0.262 -0.376 0.1 2.3 -3.8 -0.681
C 0.367 -0.103 0.847 2.4 3.0 2.4 -0.326
C -1.522 -0.383 -0.408 -9.5 -2.4 2.0 -0.184
C 0.153 1.282 -0.010 0.4 -3.4 -0.6 -0.254
H 1.696 -0.937 1.994 0.9 0.4 -0.4 0.092
H -2.150 -0.409 -1.361 1.4 0.9 0.9 0.141
H -2.025 -1.500 0.051 1.9 2.6 -0.8 0.183
H 1.383 1.563 -1.714 -1.3 0.8 4.8 0.242
H -0.256 0.110 1.618 -1.2 -0.7 2.9 0.100
H -0.530 2.061 0.116 -1.9 -0.1 1.1 0.127
H 2.297 0.246 0.671 -1.5 -3.6 1.7 0.208
H -0.250 -1.774 -1.652 3.8 2.7 0.9 0.183
H 1.516 -1.416 -0.745 -3.7 1.4 -2.0 0.176
H -1.734 0.577 1.410 -1.1 0.0 -1.8 0.092
```
Positions in Å, forces in eV/Å.

=====

So what do the calculations give for molecular weight? Going down the list: 102.14 102.14 102.14 102.14 118.14 118.14 118.14 118.14 118.14 118.14 g mol⁻¹.
So what do the calculations give for relative energy (zero: lowest compared OMol25 entry of this formula, charge and spin)? Going down the list: 97.3 48.1 111.6 111.0 153.4 63.4 48.2 44.5 108.6 210.7 kcal/mol.